{
  "formula": "C5H14N2O2",
  "method": "ωB97M-V with the def2-TZVPD basis set",
  "gap_ev": 10.08,
  "smiles": "CC(C)NNC(C)(O)O",
  "total_charge": 0,
  "symbols": ["H", "N", "N", "O", "H", "H", "H", "H", "H", "H", "C", "H", "C", "H", "H", "O", "C", "C", "H", "H", "C", "H", "H"],
  "xyz": [[3.4463, 0.7198, 1.2224], [-0.6114, 0.2805, 0.6811], [0.6583, -0.2714, 0.4141], [2.5210, 0.6233, 1.4757], [2.0631, -0.0520, -1.4858], [-2.2861, -0.9063, -2.0001], [-2.6896, -2.3767, 0.0626], [-2.5997, 0.0858, 0.2646], [-1.9383, -1.9345, 1.5967], [-0.5380, -0.9475, -1.7339], [-1.4582, -0.4256, -1.4864], [-0.7972, 0.3587, 1.6813], [1.2731, 2.0732, -0.0112], [0.9257, -1.0357, 1.0346], [0.5846, 2.0509, -0.8486], [2.6050, 0.1852, -0.7257], [-1.6811, -0.4621, 0.0229], [1.7553, 0.6536, 0.3010], [0.7689, 2.4814, 0.8576], [2.1370, 2.6866, -0.2555], [-1.8195, -1.9080, 0.5146], [-1.3820, 0.6037, -1.8258], [-0.9373, -2.4829, 0.2437]],
  "mulliken_charge": [0.351, -0.297, -0.136, -0.561, 0.329, 0.453, 0.422, 0.263, 0.354, 0.230, -1.299, 0.226, -1.178, 0.250, 0.206, -0.615, 0.410, 0.709, 0.349, 0.357, -1.457, 0.295, 0.340]
}